Below is a molecular structure, C35H35BBrGeIKN4O2S2 at a distorted geometry, with properties calculated with ωB97M-V/def2-TZVPD.

Atoms and positions in Å:
K (-0.747, -2.178, -1.789)
C (-5.983, -3.582, -1.355)
N (-4.880, -4.173, -0.660)
C (-4.895, -4.776, 0.570)
C (-3.624, -5.158, 0.831)
N (-2.825, -4.790, -0.215)
B (-1.284, -4.916, -0.146)
N (-0.883, -4.268, 1.209)
C (-0.079, -4.853, 2.146)
C (-0.015, -4.056, 3.237)
N (-0.799, -2.958, 2.972)
C (-1.031, -1.846, 3.843)
C (-1.318, -3.096, 1.715)
S (-2.330, -1.973, 1.021)
C (-3.603, -4.186, -1.124)
S (-3.225, -3.606, -2.652)
H (-6.920, -3.965, -0.954)
H (-5.898, -3.819, -2.417)
H (-5.962, -2.493, -1.259)
H (-5.800, -4.896, 1.131)
H (-3.214, -5.654, 1.687)
H (-0.993, -6.073, -0.086)
H (-0.779, -4.333, -1.066)
H (0.380, -5.803, 1.961)
H (0.508, -4.158, 4.168)
H (-1.807, -2.073, 4.581)
H (-1.365, -1.005, 3.238)
H (-0.111, -1.577, 4.361)
O (1.423, -2.039, -1.610)
C (1.316, -1.155, -0.746)
O (0.768, -0.047, -0.933)
C (1.846, -1.459, 0.658)
C (1.558, -0.295, 1.569)
Ge (2.092, 1.455, 0.706)
C (0.662, 2.850, 0.758)
C (-0.259, 2.852, -0.283)
C (-1.247, 3.816, -0.363)
C (-1.329, 4.811, 0.598)
C (-0.432, 4.810, 1.653)
C (0.551, 3.836, 1.730)
C (3.685, 1.748, 1.948)
C (4.674, 0.794, 1.718)
C (5.708, 0.572, 2.605)
C (5.797, 1.330, 3.760)
C (4.857, 2.318, 3.987)
C (3.813, 2.517, 3.096)
C (2.948, 1.655, -1.098)
C (2.846, 2.877, -1.752)
C (3.391, 3.066, -3.011)
C (4.051, 2.028, -3.646)
C (4.156, 0.805, -3.008)
C (3.613, 0.625, -1.748)
H (2.913, -1.657, 0.570)
H (1.369, -2.380, 0.999)
H (2.067, -0.411, 2.527)
H (0.483, -0.251, 1.741)
H (-0.189, 2.079, -1.033)
H (-1.950, 3.797, -1.185)
H (-2.091, 5.577, 0.533)
H (-0.497, 5.576, 2.416)
H (1.242, 3.852, 2.560)
H (4.618, 0.198, 0.815)
H (6.431, -0.207, 2.404)
H (6.587, 1.146, 4.477)
H (4.926, 2.928, 4.877)
H (3.090, 3.290, 3.312)
H (2.324, 3.694, -1.267)
H (3.301, 4.027, -3.501)
H (4.493, 2.175, -4.624)
H (4.663, -0.014, -3.498)
H (3.684, -0.350, -1.290)
Br (-5.856, 2.090, -2.730)
C (-4.076, 2.544, -3.214)
C (-3.804, 3.836, -3.631)
C (-2.511, 4.175, -3.991)
C (-1.495, 3.236, -3.897)
C (-1.778, 1.948, -3.481)
C (-3.077, 1.583, -3.155)
I (-3.487, -0.439, -2.697)
H (-4.607, 4.557, -3.672)
H (-2.300, 5.178, -4.334)
H (-0.481, 3.502, -4.155)
H (-0.994, 1.208, -3.406)

Values from the calculation:
- LUMO level (eV) = 2.242
- charge = -1
- total energy (hartree) = -8094.23445
- HOMO (eV) = -4.790
- orbital gap (eV) = 7.03
- ΔE to the lowest compared entry with this formula, charge and spin (kcal per mole) = 19.4